C3H2MgNaO3 | ωB97M-V/def2-TZVPD

Last column: Mulliken spin population.
Geometry (Å):
O 1.65 -2.20 1.60  0.000
O 0.26 -0.63 -0.05  -0.002
C -0.44 0.05 -0.96  0.109
C 1.00 0.09 0.98  0.014
O -0.42 1.29 -0.95  0.035
C 1.55 -0.85 1.86  -0.004
Mg -1.49 -1.27 -2.35  0.845
H 0.71 -2.05 2.27  0.000
H 2.32 -0.49 2.56  0.001
Na 0.61 2.50 0.48  0.002

## Properties
relative energy (zero: lowest compared OMol25 entry of this formula, charge and spin)	52.3	kcal/mol
orbital gap (spin up / spin down)	6.20 / 5.87	eV
electronic energy	-703.4519	hartree
spin multiplicity	2